[1]
A 3-piece molecular cluster, C4H7NO2 overall. Source: the Open Molecules 2025 dataset; level of theory: wB97M-V/def2-TZVPD.

Last column: natural (NBO) charge in e.
Atoms and positions in Å:
1 O -0.063 2.146 0.147  -0.696
2 C -0.901 1.262 0.749  0.156
3 C -2.099 0.973 0.252  -0.546
4 N -0.014 -1.402 -0.348  -0.604
5 C 0.806 -2.109 -1.002  -0.048
6 C 2.240 0.463 0.872  0.499
7 O 3.226 0.001 0.556  -0.487
8 H 0.815 2.010 0.524  0.481
9 H -0.521 0.792 1.656  0.175
10 H -2.744 0.270 0.764  0.211
11 H -2.430 1.422 -0.679  0.204
12 H -0.708 -0.954 -0.952  0.348
13 H 0.795 -2.253 -2.088  0.150
14 H 1.598 -2.621 -0.450  0.157

Computed properties:
* net charge: 0
* lowest unoccupied orbital energy: 0.77 eV
* E_HOMO: -8.743 eV

=====

[2]
One molecule with the formula C4H7NO2. Source: the Open Molecules 2025 dataset; level of theory: wB97M-V/def2-TZVPD.

Last column: natural (NBO) charge in e.
Atoms and positions in Å:
1 O -1.326 -1.127 1.250  -0.547
2 C -1.303 -0.682 0.124  0.417
3 C -0.020 1.407 0.550  -0.284
4 O 1.341 1.022 0.648  -0.501
5 C 1.740 -0.146 0.096  0.431
6 N 1.150 -1.055 -0.554  -0.493
7 C -0.258 -1.069 -0.907  -0.364
8 H -0.624 0.674 1.081  0.223
9 H -2.092 0.011 -0.250  0.119
10 H -0.305 1.598 -0.497  0.179
11 H -0.181 2.305 1.131  0.208
12 H 2.808 -0.253 0.286  0.171
13 H -0.414 -0.532 -1.852  0.206
14 H -0.539 -2.113 -1.084  0.235

Computed properties:
* net charge: 0
* lowest unoccupied orbital energy: 0.74 eV
* E_HOMO: -9.527 eV

=====

[3]
One molecule with the formula C4H7NO2. Source: the Open Molecules 2025 dataset; level of theory: wB97M-V/def2-TZVPD.

Last column: natural (NBO) charge in e.
Atoms and positions in Å:
1 C -0.879 -0.987 -0.507  0.654
2 C -0.548 1.092 0.759  -0.427
3 C 0.440 0.108 1.384  -0.388
4 C 0.077 0.074 -0.131  0.110
5 N -0.410 -1.929 -1.497  -0.841
6 O -2.000 -1.285 -0.076  -0.605
7 O 1.066 0.275 -1.077  -0.678
8 H -1.582 0.747 1.023  0.251
9 H -0.400 2.077 0.511  0.225
10 H 1.376 0.429 1.671  0.228
11 H -0.080 -0.693 1.934  0.229
12 H 0.537 -2.216 -1.349  0.375
13 H -0.997 -2.797 -1.388  0.386
14 H 0.669 0.729 -1.847  0.481

Computed properties:
* net charge: 0
* lowest unoccupied orbital energy: 0.73 eV
* E_HOMO: -9.647 eV

=====

[4]
A 2-piece molecular cluster, C4H7NO2 overall. Source: the Open Molecules 2025 dataset; level of theory: wB97M-V/def2-TZVPD.

Last column: natural (NBO) charge in e.
Atoms and positions in Å:
1 C -0.945 1.094 -0.510  -0.759
2 C 0.132 0.015 -0.605  -0.437
3 C 1.548 0.566 -0.731  0.454
4 O 1.813 1.706 -1.011  -0.488
5 C -0.091 -0.500 0.807  0.716
6 O -0.081 0.291 1.772  -0.648
7 N -0.436 -1.761 1.019  -0.770
8 H -0.649 1.243 0.923  0.352
9 H -0.629 2.027 -0.962  0.228
10 H -1.865 0.730 -1.034  0.211
11 H 0.048 -0.802 -1.352  0.218
12 H 2.357 -0.175 -0.546  0.105
13 H -0.375 -2.462 0.306  0.403
14 H -0.826 -1.972 1.924  0.415

Computed properties:
* net charge: 0
* lowest unoccupied orbital energy: 0.50 eV
* E_HOMO: -8.804 eV

=====

[5]
One molecule with the formula C4H7NO2. Source: the Open Molecules 2025 dataset; level of theory: wB97M-V/def2-TZVPD.

Last column: natural (NBO) charge in e.
Atoms and positions in Å:
1 O 1.939 1.109 -0.114  -0.710
2 C 1.211 0.090 -0.753  -0.060
3 C -0.147 -0.051 -0.106  -0.098
4 C -0.635 -1.346 0.449  -0.213
5 N -0.076 -0.340 1.328  -0.580
6 C -1.209 0.928 -0.501  0.438
7 O -2.194 1.128 0.174  -0.533
8 H 1.896 0.894 0.831  0.479
9 H 1.108 0.377 -1.806  0.185
10 H 1.738 -0.875 -0.721  0.170
11 H -0.027 -2.236 0.306  0.205
12 H -1.712 -1.499 0.472  0.213
13 H -0.833 0.165 1.790  0.377
14 H -1.051 1.465 -1.458  0.126

Computed properties:
* net charge: 0
* lowest unoccupied orbital energy: 0.71 eV
* E_HOMO: -10.172 eV

=====

[6]
C4H7NO2 as an isolated structure. Source: the Open Molecules 2025 dataset; level of theory: wB97M-V/def2-TZVPD.

Last column: natural (NBO) charge in e.
Atoms and positions in Å:
1 C 1.832 0.084 0.307  -0.054
2 C -0.155 -0.327 1.527  -0.153
3 C 0.373 -0.253 0.114  0.110
4 C -0.355 0.696 -0.781  -0.620
5 N 2.294 -0.235 1.420  -0.019
6 O 1.483 -0.640 2.314  -0.362
7 O 0.387 -1.575 -0.502  -0.709
8 H 2.264 0.677 -0.430  0.202
9 H -0.522 0.586 2.130  0.229
10 H -0.605 -1.280 1.953  0.224
11 H -1.008 0.118 -1.430  0.240
12 H 0.411 1.146 -1.339  0.211
13 H -0.982 1.463 -0.401  0.226
14 H 0.598 -2.239 0.196  0.476

Computed properties:
* net charge: 0
* lowest unoccupied orbital energy: 0.72 eV
* E_HOMO: -9.404 eV

=====

Here are the calculated ΔE to the lowest compared entry with this formula, charge and spin numbers, same order: 276.78, 298.41, 185.94, 299.20, 211.75, 436.72 (kJ/mol).